Record 1
C2H2FNO | ωB97M-V/def2-TZVPD

The calculation puts the LUMO energy at 0.010 Ha. The calculation puts the relative energy (zero: lowest compared OMol25 entry of this formula, charge and spin) at 97.1 kcal per mole. As for the calculated total energy: -8356.4084 eV.

Bonds (Å) are listed after each position.
CARTESIAN COORDINATES (ANGSTROEM)
1 O 1.54683 1.49910 -0.07653  C2 1.332
2 C 0.61633 0.56642 0.11758  O1 1.332, C3 1.502, N4 1.295
3 C -0.80985 0.10779 0.00707  C2 1.502, N4 1.448, H6 1.091, H7 1.068
4 N 0.36419 -0.69343 0.28164  C2 1.295, C3 1.448, F5 1.364
5 F 0.84423 -1.86186 -0.23168  N4 1.364
6 H -1.44741 0.02763 0.88821  C3 1.091
7 H -1.11432 0.35435 -0.98628  C3 1.068

The Mulliken scheme yields these atomic charges, measured in e: number 1, O, carries -0.5605; number 2, C, carries 0.5067; number 3, C, carries -0.2939; number 4, N, carries -0.0008; number 5, F, carries -0.1538; number 6, H, carries 0.2431; number 7, H, carries 0.2591


Record 2
C2H2FNO | ωB97M-V/def2-TZVPD

The calculation puts the LUMO energy at 0.021 Ha. The calculation puts the relative energy (zero: lowest compared OMol25 entry of this formula, charge and spin) at 16.3 kcal per mole. As for the calculated total energy: -8359.9109 eV.

Bonds (Å) are listed after each position.
CARTESIAN COORDINATES (ANGSTROEM)
1 N -1.27063 1.77363 -0.68852  C2 1.142
2 C -0.47761 0.98168 -0.47149  N1 1.142, C3 1.455
3 C 0.37154 -0.14681 -0.12183  C2 1.455, O4 1.365, F5 1.378, H6 1.331
4 O 0.24513 -0.56127 1.17267  C3 1.365, H7 0.968
5 F 0.09160 -1.17103 -1.00048  C3 1.378
6 H 1.68745 0.01055 -0.24771  C3 1.331
7 H -0.64749 -0.88675 1.35735  O4 0.968

The Mulliken scheme yields these atomic charges, measured in e: number 1, N, carries -0.2905; number 2, C, carries 0.2014; number 3, C, carries 0.2327; number 4, O, carries -0.4359; number 5, F, carries -0.2471; number 6, H, carries 0.2116; number 7, H, carries 0.3278


Listing molar mass for the structures above in their given order: 75.04, 75.04 g mol⁻¹.
Listing gap between HOMO and LUMO for the structures above in their given order: 10.70, 12.96 eV.